{"formula": "C24H26BrF6NO19", "method": "ωB97M-V/def2-TZVPD", "homo_ev": -10.6, "lumo_energy_ha": -0.007, "smiles": "C[C@H](Br)C[C@H]1C[C@H](C(=O)NC(=O)F)C(=O)O1.O=C1OC[C@@H](F)O1.O=C1OC[C@@H](F)O1.O=C1OC[C@@H](F)O1.O=C1OC[C@@H](F)O1.O=C1OC[C@@H](F)O1", "multiplicity": 1, "total_energy_ev": -152050.9420, "largest_force_ev_per_a": 0.5, "homo_lumo_gap_ev": 10.451, "symbols": ["Br", "F", "F", "F", "F", "F", "F", "O", "O", "O", "O", "O", "O", "O", "O", "O", "O", "O", "O", "O", "O", "O", "O", "O", "O", "O", "N", "C", "C", "C", "C", "C", "C", "C", "C", "C", "C", "C", "C", "C", "C", "C", "C", "C", "C", "C", "C", "C", "C", "C", "C", "H", "H", "H", "H", "H", "H", "H", "H", "H", "H", "H", "H", "H", "H", "H", "H", "H", "H", "H", "H", "H", "H", "H", "H", "H", "H"], "coordinates": [[6.217562, 7.658207, -0.206543], [1.968660, 0.082602, 5.938959], [-6.450884, -6.730895, -0.478428], [1.563014, -1.885531, -2.816614], [-2.395354, -5.218193, -0.872713], [0.153915, -1.506458, 2.867592], [1.466257, 2.336320, -1.048315], [1.367422, 2.252680, 5.792735], [-0.799863, 5.977239, 0.493940], [0.235969, 4.048012, 5.017773], [-5.043363, -3.627301, -4.054321], [-4.009648, -4.684274, -2.354557], [1.425366, -2.195243, 1.147457], [-0.079939, -3.322330, -0.037907], [-2.792712, -3.768865, -3.972535], [2.107707, -3.580128, -0.502660], [1.568228, 0.873839, -4.858133], [-0.268566, 1.086242, -0.500570], [0.806803, -0.042472, -6.772831], [-0.740383, 2.030300, 5.126475], [-1.055248, 3.349574, 1.734147], [-4.226484, -8.952700, -3.602689], [1.335975, -1.338257, -4.998975], [-5.028085, -7.578344, -2.005928], [1.242816, 6.834662, 0.889346], [-6.446791, -8.666225, -3.325406], [0.884041, 2.273854, 1.137770], [3.627955, 7.076704, 0.858469], [-1.865727, -4.217941, -2.977231], [1.241529, -3.094936, 0.137412], [-4.044879, -3.980709, -3.523413], [-2.704763, -5.207552, -2.191013], [2.476062, 6.123353, 0.641571], [0.281085, 2.891647, 5.282786], [4.984464, 6.401737, 0.645955], [2.386572, 4.853347, 1.506126], [-7.244013, -8.007846, -2.337324], [1.191961, -0.150940, -5.661694], [1.796841, 0.363544, -3.545016], [2.055876, -1.106529, -3.811225], [0.973003, 0.956265, 6.208139], [-6.285077, -6.960438, -1.801789], [0.592212, 1.807074, -0.146440], [-0.802196, -2.721289, 1.038154], [-5.143514, -8.458368, -3.039781], [-0.268324, 0.703504, 5.371325], [0.115717, 3.433835, 1.564432], [5.640040, 5.888266, 1.913744], [0.875587, 4.723487, 1.783650], [0.274654, 5.880909, 0.976872], [0.171930, -1.661328, 1.515938], [3.515514, 7.888835, 0.145495], [0.714746, 4.976686, 2.836418], [-6.303477, -6.005807, -2.329381], [-0.990645, -4.651705, -3.450437], [-1.569589, -3.380341, -2.344440], [2.912697, 4.999384, 2.445443], [-8.137434, -7.599558, -2.798678], [-1.037390, 0.123233, 5.870942], [6.600850, 5.427642, 1.696648], [0.805952, 0.972361, 7.286286], [0.036296, -0.682600, 1.055365], [4.883964, 5.590847, -0.075568], [1.877641, 2.402729, 1.274818], [-1.748680, -2.328991, 0.679629], [2.452147, 5.831113, -0.414850], [3.102648, -1.373081, -3.966942], [-2.680755, -6.233087, -2.562198], [3.564611, 7.513118, 1.858916], [2.624214, 0.889861, -3.079464], [-7.508080, -8.713429, -1.548082], [5.010045, 5.139177, 2.397372], [2.823942, 4.014285, 0.968841], [-0.970526, -3.464453, 1.819321], [-0.002884, 0.238509, 4.421749], [5.800556, 6.708364, 2.613583], [0.890228, 0.474799, -2.947498]], "forces_ev_per_angstrom": [[0.0, 0.0, -0.1], [0.0, 0.0, -0.1], [0.0, -0.1, 0.1], [-0.2, 0.0, 0.0], [0.0, 0.1, 0.1], [-0.1, -0.1, 0.1], [0.1, -0.2, 0.1], [-0.1, 0.1, 0.1], [-0.3, 0.1, 0.1], [0.2, 0.0, -0.1], [0.0, 0.0, 0.0], [-0.1, -0.2, -0.1], [0.0, 0.2, -0.1], [0.0, -0.1, 0.0], [0.0, 0.0, 0.0], [0.1, -0.1, 0.1], [0.0, 0.0, 0.0], [0.0, 0.0, 0.0], [0.0, 0.0, 0.0], [0.0, 0.0, 0.0], [-0.2, 0.0, -0.1], [0.0, 0.0, 0.0], [0.1, 0.0, -0.1], [0.1, 0.2, -0.1], [0.1, -0.2, -0.4], [0.0, -0.1, 0.0], [0.2, 0.1, -0.1], [0.1, 0.0, 0.1], [0.1, 0.0, 0.0], [0.0, 0.0, 0.0], [0.0, 0.1, 0.0], [0.0, 0.0, -0.1], [-0.1, 0.1, -0.1], [-0.2, 0.0, -0.1], [-0.1, -0.1, 0.1], [-0.2, 0.2, 0.1], [0.0, 0.0, 0.0], [-0.1, 0.0, 0.0], [-0.1, 0.0, 0.0], [0.1, 0.1, 0.0], [-0.1, 0.1, 0.0], [0.0, 0.0, -0.1], [0.0, 0.2, 0.1], [0.0, -0.1, 0.0], [0.0, -0.1, 0.1], [0.0, 0.0, -0.1], [0.0, -0.3, 0.1], [0.0, 0.0, 0.0], [0.4, -0.1, 0.2], [0.1, 0.1, 0.2], [0.1, 0.0, -0.1], [-0.1, 0.1, 0.0], [-0.3, 0.0, -0.1], [0.0, 0.0, 0.1], [-0.1, 0.0, -0.1], [0.0, 0.0, 0.0], [0.1, -0.1, 0.0], [0.0, 0.0, -0.1], [0.0, 0.1, 0.1], [0.0, 0.0, 0.0], [0.1, -0.1, 0.0], [0.0, 0.0, 0.1], [0.1, 0.1, -0.1], [0.0, 0.1, -0.3], [0.0, 0.0, -0.1], [0.1, 0.0, 0.0], [0.0, -0.1, 0.1], [0.0, 0.0, 0.1], [0.0, 0.0, 0.0], [0.0, 0.0, -0.1], [0.0, 0.0, 0.0], [0.0, 0.0, 0.0], [0.1, 0.0, 0.0], [0.0, 0.0, 0.0], [0.1, -0.1, 0.1], [0.0, 0.0, 0.0], [0.0, 0.0, 0.0]], "mulliken_charge": [-0.14, -0.28, -0.31, -0.19, -0.27, -0.34, -0.23, -0.32, -0.52, -0.55, -0.53, -0.27, -0.35, -0.20, -0.32, -0.53, -0.36, -0.43, -0.49, -0.30, -0.50, -0.51, -0.30, -0.26, -0.39, -0.34, -0.03, -1.15, -0.17, 0.56, 0.63, 0.44, -0.02, 0.68, 0.08, -0.93, -0.44, 0.58, -0.07, 0.23, 0.24, 0.40, 0.56, -0.49, 0.67, -0.05, -0.25, -1.26, 1.18, 0.22, 0.75, 0.49, 0.14, 0.23, 0.24, 0.05, 0.18, 0.29, 0.29, 0.42, 0.29, -0.06, 0.35, 0.34, 0.33, 0.31, 0.20, 0.22, 0.36, 0.27, 0.28, 0.26, 0.62, 0.29, 0.00, 0.37, 0.09]}